[1]
Entry from OMol25: a structure of composition C6H11N3O (ωB97M-V with the def2-TZVPD basis set).

Results
Energy relative to the best compared isomer or geometry (same formula, charge and spin) in eV: 2.218
Frontier orbital gap in eV: 9.63

Last column: natural (NBO) charge in e.
Atoms and positions in Å:
N1 -0.18 -2.04 0.41  -0.827
C1 -0.50 -0.66 0.17  0.138
C2 -1.82 -0.24 -0.51  -0.424
C3 -1.46 1.11 0.15  -0.046
C4 -0.90 0.29 1.32  -0.422
N2 -0.22 1.53 -0.54  -0.605
C5 0.50 0.24 -0.64  -0.178
C6 1.90 0.22 -0.06  0.555
N3 2.83 -0.59 -0.39  -0.690
H1 -0.06 -2.54 -0.47  0.359
H2 0.68 -2.14 0.94  0.371
H3 -1.88 -0.28 -1.60  0.193
H4 -2.69 -0.73 -0.05  0.219
H5 -2.17 1.93 0.28  0.209
H6 -1.68 -0.15 1.95  0.218
H7 -0.11 0.74 1.94  0.225
H8 -0.42 1.89 -1.47  0.360
H9 0.57 -0.13 -1.67  0.200
O1 2.17 1.17 0.84  -0.690
H10 2.50 -1.27 -1.07  0.334
H11 2.95 1.66 0.47  0.501

***

[2]
Entry from OMol25: a cluster of 2 separate species, C13H30B3BrNO7Si in total (ωB97M-V with the def2-TZVPD basis set).

Results
Frontier orbital gap in eV: 6.01
Total charge: -1

Last column: natural (NBO) charge in e.
Atoms and positions in Å:
C1 4.25 -3.41 0.25  -0.630
C2 2.76 -3.16 0.25  0.076
O1 2.31 -3.18 1.60  -0.731
C3 2.34 -1.89 -0.50  -0.248
N1 3.11 -0.68 -0.29  -0.631
C4 3.29 -0.25 1.09  -0.255
C5 1.98 0.17 1.76  -0.062
O2 2.08 1.55 2.11  -0.715
B1 1.06 2.38 1.79  1.307
O3 -0.26 2.00 1.87  -0.898
B2 -1.17 2.58 1.00  1.180
C6 -2.61 2.04 0.77  -0.811
C7 -2.97 0.74 1.48  -0.056
O4 -2.21 -0.38 1.03  -0.894
Si1 -2.89 -1.36 -0.13  1.894
C8 -4.65 -1.80 0.21  -1.202
C9 -1.84 -2.92 -0.20  -1.126
C10 -2.78 -0.57 -1.83  -1.141
O5 -0.77 3.73 0.32  -0.899
B3 0.59 3.94 0.21  1.178
C11 1.21 4.37 -1.16  -0.806
C12 0.56 3.53 -2.27  0.085
C13 1.15 2.23 -2.61  -0.147
O6 1.25 3.44 -3.48  -0.510
O7 1.35 3.66 1.32  -0.885
H1 4.84 -2.53 0.50  0.204
H2 4.47 -4.20 0.96  0.226
H3 4.56 -3.77 -0.73  0.207
H4 2.30 -4.00 -0.28  0.159
H5 1.38 -2.96 1.61  0.472
H6 2.39 -2.12 -1.56  0.203
H7 1.30 -1.68 -0.28  0.196
H8 3.99 -0.72 -0.78  0.359
H9 3.91 0.64 1.07  0.215
H10 3.80 -0.97 1.72  0.176
H11 1.13 0.00 1.10  0.191
H12 1.81 -0.42 2.66  0.185
H13 -3.29 2.81 1.13  0.253
H14 -2.78 1.93 -0.30  0.238
H15 -4.04 0.56 1.37  0.211
H16 -2.78 0.86 2.55  0.174
H17 -5.27 -0.97 0.62  0.311
H18 -4.71 -2.63 0.91  0.235
H19 -5.11 -2.08 -0.73  0.236
H20 -2.27 -3.71 0.41  0.236
H21 -1.74 -3.27 -1.22  0.227
H22 -0.84 -2.70 0.16  0.209
H23 -3.15 -1.29 -2.56  0.230
H24 -1.75 -0.31 -2.09  0.217
H25 -3.37 0.34 -1.88  0.235
H26 1.02 5.42 -1.39  0.246
H27 2.28 4.18 -1.20  0.236
H28 -0.52 3.59 -2.33  0.194
H29 0.55 1.51 -3.14  0.197
H30 2.14 1.99 -2.28  0.197
Br1 -7.34 -0.30 1.37  -0.948

***

[3]
Entry from OMol25: a cluster of 21 separate species, C84H126O42 in total (ωB97M-V with the def2-TZVPD basis set).

Results
Energy relative to the best compared isomer or geometry (same formula, charge and spin) in eV: 3.193
Frontier orbital gap in eV: 9.62

Last column: Mulliken charge in e.
Atoms and positions in Å:
O1 1.48 0.96 3.70  -0.088
C1 2.06 2.03 3.92  0.230
O2 3.31 2.14 3.46  -0.400
C2 3.63 3.52 3.40  0.491
C3 2.69 4.23 4.33  -0.920
C4 1.51 3.32 4.48  0.601
H1 3.52 3.98 2.42  -0.814
H2 4.68 3.50 3.72  0.650
H3 2.34 5.16 3.90  0.280
H4 3.21 4.39 5.28  0.410
H5 0.67 3.75 3.94  -0.635
H6 1.29 3.33 5.55  0.398
O3 6.46 -5.47 5.78  -0.603
C5 5.42 -4.95 5.43  0.275
O4 4.27 -5.32 6.03  -0.446
C6 3.06 -4.96 5.33  -0.208
C7 3.62 -4.27 4.04  0.782
C8 5.09 -3.94 4.31  -0.247
H7 2.53 -4.25 5.96  0.036
H8 2.46 -5.86 5.21  0.324
H9 2.97 -3.41 3.89  -0.446
H10 3.41 -4.90 3.18  0.074
H11 5.26 -2.91 4.62  0.154
H12 5.69 -4.21 3.44  0.432
O5 0.92 1.46 -2.96  0.198
C9 0.18 2.32 -3.41  0.007
O6 0.39 3.66 -3.30  -0.304
C10 -0.53 4.44 -3.98  -0.706
C11 -1.69 3.47 -4.10  0.364
C12 -1.04 2.09 -4.27  0.645
H13 -0.04 4.68 -4.93  0.250
H14 -0.76 5.37 -3.47  0.358
H15 -2.32 3.74 -4.95  0.674
H16 -2.32 3.71 -3.24  -1.052
H17 -0.75 1.96 -5.31  -0.032
H18 -1.49 1.17 -3.90  -0.006
O7 1.49 -3.72 1.72  -0.323
C13 0.36 -4.23 1.66  -0.308
O8 -0.63 -3.91 0.65  0.153
C14 -1.80 -4.76 0.83  0.320
C15 -1.66 -5.28 2.26  -1.159
C16 -0.15 -5.31 2.61  -0.086
H19 -1.92 -5.63 0.19  -0.103
H20 -2.75 -4.21 0.88  0.068
H21 -2.12 -6.26 2.34  0.549
H22 -2.27 -4.63 2.90  0.206
H23 0.35 -6.24 2.32  0.264
H24 0.04 -4.95 3.62  0.296
O9 0.40 -1.58 7.89  -0.695
C17 1.41 -1.07 7.37  0.360
O10 1.89 -1.53 6.20  -0.085
C18 3.20 -1.12 5.90  0.661
C19 3.37 0.14 6.81  -0.424
C20 2.33 -0.02 7.92  -0.488
H25 3.33 -0.89 4.85  -0.271
H26 3.85 -1.94 6.22  0.167
H27 3.21 1.07 6.26  -0.363
H28 4.37 0.14 7.25  0.559
H29 1.79 0.91 8.13  0.333
H30 2.82 -0.46 8.78  0.273
O11 0.07 -5.89 -1.77  -0.191
C21 0.16 -7.14 -1.67  0.191
O12 0.51 -7.89 -2.70  -0.340
C22 0.65 -9.23 -2.27  -0.493
C23 -0.10 -9.40 -0.98  -0.762
C24 -0.07 -7.99 -0.43  -0.004
H31 1.68 -9.43 -2.00  0.269
H32 0.46 -9.94 -3.08  0.414
H33 0.45 -10.09 -0.34  0.278
H34 -1.14 -9.73 -1.00  0.309
H35 0.74 -7.87 0.29  0.078
H36 -0.89 -7.62 0.18  0.266
O13 -4.20 0.26 2.95  -0.465
C25 -3.17 -0.22 3.52  -0.070
O14 -2.60 0.34 4.61  -0.366
C26 -1.44 -0.36 5.06  -0.482
C27 -1.14 -1.27 3.90  1.148
C28 -2.36 -1.47 3.11  1.060
H37 -1.73 -0.99 5.91  0.294
H38 -0.62 0.29 5.35  -0.047
H39 -0.60 -2.16 4.23  0.348
H40 -0.36 -0.69 3.41  -1.302
H41 -2.84 -2.37 3.48  0.263
H42 -2.10 -1.48 2.05  -0.406
O15 -7.13 3.72 -1.53  -0.687
C29 -6.28 2.86 -1.84  0.199
O16 -5.13 2.66 -1.20  0.470
C30 -4.37 1.73 -1.88  2.305
C31 -4.94 1.77 -3.32  -0.415
C32 -6.40 1.93 -3.05  -0.686
H43 -4.45 0.71 -1.51  -1.065
H44 -3.34 2.07 -1.78  -1.144
H45 -4.70 0.82 -3.79  0.233
H46 -4.59 2.56 -3.99  0.285
H47 -6.90 0.98 -2.84  0.198
H48 -6.94 2.37 -3.88  0.445
O17 -3.75 0.03 -6.39  -0.615
C33 -2.96 -0.17 -7.29  0.545
O18 -1.72 0.37 -7.34  -0.242
C34 -1.00 0.00 -8.52  -0.366
C35 -2.14 -0.46 -9.52  -0.616
C36 -3.23 -0.93 -8.56  -0.394
H49 -0.25 -0.77 -8.38  0.283
H50 -0.49 0.87 -8.94  0.365
H51 -1.83 -1.30 -10.15  0.308
H52 -2.45 0.37 -10.15  0.283
H53 -3.16 -2.00 -8.37  0.180
H54 -4.24 -0.77 -8.93  0.389
O19 2.67 -0.39 -6.74  -0.723
C37 2.09 -1.03 -5.85  0.288
O20 2.86 -1.71 -4.96  -0.336
C38 2.06 -2.18 -3.88  0.689
C39 0.67 -2.19 -4.44  0.420
C40 0.61 -1.18 -5.54  1.041
H55 2.21 -1.48 -3.06  -0.506
H56 2.34 -3.17 -3.52  -0.138
H57 -0.04 -2.06 -3.62  -0.454
H58 0.51 -3.12 -4.99  0.351
H59 0.23 -0.21 -5.21  -0.809
H60 0.02 -1.47 -6.41  -0.049
O21 -5.22 -3.29 1.84  -0.613
C41 -5.86 -2.39 1.22  0.307
O22 -7.15 -2.09 1.47  -0.388
C42 -7.71 -1.07 0.60  -0.616
C43 -6.57 -0.92 -0.49  0.584
C44 -5.32 -1.47 0.18  2.286
H61 -7.92 -0.07 0.96  0.189
H62 -8.57 -1.58 0.17  0.335
H63 -6.57 0.16 -0.64  -0.783
H64 -6.75 -1.44 -1.43  0.409
H65 -4.61 -0.70 0.49  -0.501
H66 -4.77 -2.02 -0.58  -1.225
O23 6.86 -2.08 1.11  -0.699
C45 5.84 -1.40 1.04  0.074
O24 5.03 -1.21 2.11  -0.270
C46 3.75 -0.71 1.66  1.016
C47 3.81 -1.08 0.21  2.909
C48 5.27 -0.87 -0.25  0.836
H67 3.69 0.38 1.75  -0.569
H68 2.96 -1.16 2.26  -0.430
H69 3.15 -0.57 -0.49  -0.745
H70 3.58 -2.13 0.03  -1.588
H71 5.49 0.18 -0.48  -0.714
H72 5.48 -1.54 -1.08  0.415
O25 4.71 3.13 -0.11  -0.136
C49 5.92 3.31 -0.41  -0.002
O26 6.73 2.28 -0.77  -0.325
C50 8.03 2.65 -1.10  -0.535
C51 7.90 4.22 -1.30  -0.883
C52 6.59 4.71 -0.61  -0.242
H73 8.34 2.23 -2.06  0.211
H74 8.71 2.36 -0.29  0.462
H75 8.10 4.51 -2.33  0.314
H76 8.72 4.66 -0.73  0.388
H77 6.06 5.43 -1.23  0.125
H78 6.83 5.12 0.37  0.454
O27 -7.05 3.26 5.30  -0.636
C53 -7.01 3.21 4.06  0.390
O28 -6.73 4.35 3.35  -0.359
C54 -6.90 4.17 1.97  -0.421
C55 -6.73 2.68 1.77  1.022
C56 -7.22 2.05 3.06  -0.517
H79 -6.17 4.79 1.45  0.037
H80 -7.87 4.54 1.65  0.244
H81 -5.67 2.49 1.60  -0.558
H82 -7.26 2.40 0.86  0.238
H83 -6.73 1.16 3.44  0.226
H84 -8.26 1.77 3.20  0.393
O29 -1.13 4.51 1.97  -0.337
C57 -1.85 4.95 1.07  -0.003
O30 -1.38 5.80 0.19  -0.349
C58 -2.38 6.13 -0.79  -0.656
C59 -3.45 5.09 -0.55  0.887
C60 -3.35 4.70 0.93  0.258
H85 -1.97 6.11 -1.80  0.107
H86 -2.69 7.15 -0.57  0.263
H87 -3.25 4.22 -1.17  -1.314
H88 -4.49 5.32 -0.77  0.859
H89 -3.59 3.68 1.22  -0.162
H90 -4.03 5.30 1.53  0.388
O31 5.98 4.16 -4.49  -0.684
C61 5.59 3.05 -4.09  0.347
O32 4.68 2.89 -3.10  -0.206
C62 4.16 1.57 -3.04  1.169
C63 5.34 0.78 -3.60  -0.309
C64 6.04 1.72 -4.60  -0.585
H91 3.18 1.37 -3.48  -0.443
H92 4.00 1.32 -1.99  -0.488
H93 5.02 -0.14 -4.06  0.470
H94 6.02 0.55 -2.77  -0.011
H95 5.68 1.61 -5.62  0.294
H96 7.12 1.61 -4.64  0.310
O33 -2.10 -3.83 -6.15  -0.583
C65 -2.63 -3.99 -5.07  0.301
O34 -3.00 -5.26 -4.59  -0.390
C66 -3.40 -5.23 -3.23  -0.497
C67 -2.99 -3.79 -2.80  0.728
C68 -2.93 -2.93 -4.07  0.898
H97 -2.91 -5.97 -2.60  0.138
H98 -4.48 -5.26 -3.19  0.377
H99 -2.01 -3.80 -2.32  -0.157
H100 -3.68 -3.44 -2.03  -0.502
H101 -2.20 -2.12 -4.02  -0.729
H102 -3.89 -2.46 -4.27  0.397
O35 4.61 -4.99 -3.39  -0.658
C69 4.19 -5.32 -2.28  0.210
O36 4.20 -4.38 -1.31  -0.244
C70 3.52 -4.78 -0.18  0.611
C71 3.34 -6.28 -0.35  0.184
C72 3.65 -6.61 -1.81  -0.024
H103 2.57 -4.26 -0.26  -0.326
H104 3.96 -4.51 0.78  0.059
H105 2.31 -6.58 -0.14  -0.716
H106 3.93 -6.90 0.33  0.510
H107 2.76 -6.69 -2.42  -0.111
H108 4.44 -7.36 -1.90  0.365
O37 4.11 7.92 -0.90  -0.661
C73 3.31 7.06 -0.51  0.196
O38 2.35 6.53 -1.31  -0.393
C74 1.80 5.37 -0.78  1.174
C75 2.00 5.50 0.68  1.059
C76 3.34 6.23 0.78  -0.038
H109 2.38 4.54 -1.18  -0.347
H110 0.76 5.24 -1.07  -0.726
H111 2.07 4.55 1.21  -0.778
H112 1.19 6.05 1.18  0.189
H113 4.16 5.52 0.84  -0.177
H114 3.34 6.83 1.69  0.502
O39 -1.59 6.73 5.93  -0.659
C77 -2.46 5.91 5.71  0.360
O40 -3.77 6.09 6.05  -0.401
C78 -4.48 4.89 5.92  -0.363
C79 -3.71 4.16 4.82  0.615
C80 -2.25 4.55 5.16  0.843
H115 -5.54 5.13 5.81  0.380
H116 -4.43 4.25 6.80  0.173
H117 -3.98 4.41 3.79  -0.596
H118 -3.85 3.08 4.87  0.169
H119 -1.64 4.74 4.27  -0.826
H120 -1.73 4.00 5.94  0.315
O41 -2.17 -0.25 -1.81  -0.682
C81 -1.41 0.14 -0.94  -0.041
O42 -1.67 1.17 -0.28  0.101
C82 -0.62 1.64 0.54  0.066
C83 0.43 0.55 0.50  2.431
C84 -0.02 -0.42 -0.48  1.263
H121 -0.95 1.91 1.54  0.333
H122 -0.21 2.52 0.05  -0.533
H123 0.53 0.07 1.48  -1.417
H124 1.41 0.90 0.18  -0.938
H125 -0.16 -1.40 -0.02  0.107
H126 0.68 -0.46 -1.31  -1.101

***

| no. | F_max (eV/Å) |
| --- | --- |
| 1 | 2.03 |
| 2 | 2.15 |
| 3 | 4.85 |